The following is a DFT calculation (ωB97M-V/def2-TZVPD) of a molecular structure, C6H12ClIO2PSm in a non-equilibrium geometry.

- Energy: -58312.124 eV
- Charge: +2
- Spin multiplicity: 6
- HOMO-LUMO gap (spin up / spin down): 7.9 / 8.4 eV

The geometry in XYZ format:
```
24
Properties=species:S:1:pos:R:3:forces:R:3:nbo_charge:R:1
C 1.687909 4.460198 0.681498 0.25 0.38 -0.26 -0.607
I 0.720482 2.631963 1.438359 0.11 0.95 -0.09 0.145
H 2.551326 4.183028 0.080031 -0.17 -0.22 0.14 0.248
H 1.981748 5.066360 1.537925 -0.14 -0.43 0.16 0.263
H 0.948749 4.995953 0.087097 -0.14 -0.39 0.10 0.259
Sm 1.574729 -0.286347 0.903314 1.39 -0.53 -1.66 1.431
P -0.722873 -1.163415 -0.546918 -0.71 -0.61 -1.76 0.796
C -2.469746 -0.694253 -0.476107 -0.08 0.32 0.62 -0.931
C -0.210397 -0.248312 -2.057557 0.40 0.24 0.41 -0.945
H 0.097095 -3.233809 -1.531021 -0.40 0.01 0.03 0.270
H -1.497669 -2.713340 -2.211041 0.23 -0.06 0.37 0.263
H -1.414507 -3.494107 -0.585901 0.20 0.10 -0.31 0.266
C -0.897867 -2.828840 -1.293406 0.46 -0.28 0.53 -0.905
H 0.799247 -0.552211 -2.371127 -0.28 0.10 -0.08 0.264
H -0.944056 -0.523692 -2.825688 0.30 0.19 0.04 0.281
H -2.891973 -0.850463 -1.479961 0.07 0.07 0.39 0.272
H -2.560124 0.359257 -0.184122 -0.22 -0.21 -0.10 0.252
H -0.246189 0.834882 -1.881054 0.00 -0.15 -0.22 0.246
H -2.987032 -1.326797 0.257314 -0.02 0.22 -0.22 0.268
C -0.480492 -0.429230 2.261217 -4.80 0.36 3.59 0.442
O -1.462963 -0.334002 2.868344 3.98 -0.50 -2.65 -0.333
Cl 2.981534 -1.975663 -0.286937 -0.60 0.62 0.51 -0.450
O 2.921231 -1.102216 4.322536 -1.61 1.41 -4.25 -0.295
C 2.521840 -0.774945 3.293205 1.79 -1.58 4.74 0.500
```
Positions in Å, forces in eV/Å.


The following is a DFT calculation (ωB97M-V/def2-TZVPD) of a gas-phase ion, C6H12ClN2 (charge +1) in a non-equilibrium geometry.

- Energy: -21909.436 eV
- Charge: +1
- Relative energy (zero: lowest compared OMol25 entry of this formula, charge and spin): 3.293 eV
- HOMO-LUMO gap: 10.1 eV
- SMILES string: CCC=[N+]=N[C@H](Cl)CC

The geometry in XYZ format:
```
21
Properties=species:S:1:pos:R:3:forces:R:3:nbo_charge:R:1
C 3.237647 -1.188220 -0.077427 0.62 1.00 0.35 -0.600
C 2.453679 0.131442 -0.374063 1.72 -1.74 1.11 -0.461
C 1.860063 0.697974 0.820859 -1.45 1.52 0.74 0.146
N 0.771113 1.344740 0.741436 -0.74 0.34 -1.32 0.043
N -0.306193 1.736629 0.412663 0.71 -1.93 0.87 0.086
C -1.442557 0.546215 0.670725 0.06 1.80 -2.01 -0.110
Cl -0.774849 -0.923237 1.148072 0.51 -0.82 0.67 0.093
C -2.262811 0.427780 -0.618577 -0.22 1.42 0.33 -0.444
C -3.480566 -0.401853 -0.442597 -0.09 -3.18 -1.10 -0.611
H 2.825312 -2.159606 0.150986 -1.24 0.15 -0.12 0.240
H 3.873205 -0.982778 0.805310 0.34 -0.08 -0.85 0.217
H 3.757525 -1.285668 -1.020947 0.86 -0.45 0.25 0.238
H 3.230268 0.780325 -0.762375 -0.04 0.50 0.00 0.270
H 1.724400 -0.014951 -1.088470 -1.54 -0.18 -1.71 0.235
H 2.293101 0.771882 1.791167 0.65 -0.28 0.63 0.262
H -1.943914 1.126297 1.414625 -0.67 -0.29 0.87 0.243
H -1.708856 -0.007642 -1.438170 0.56 0.30 -0.16 0.232
H -2.656655 1.427699 -0.863637 0.75 -0.07 -0.13 0.241
H -4.040364 -0.235997 0.419426 -0.77 0.60 1.72 0.220
H -3.218671 -1.510184 -0.425524 -0.32 1.28 -0.02 0.217
H -4.190869 -0.280844 -1.263484 0.32 0.10 -0.13 0.244
```
Positions in Å, forces in eV/Å.


The following is a DFT calculation (ωB97M-V/def2-TZVPD) of 2 unconnected molecules or ions with the total composition C6H12FO6.

- Energy: -21415.318 eV
- Charge: -1
- HOMO-LUMO gap: 4.4 eV

The geometry in XYZ format:
```
25
Properties=species:S:1:pos:R:3:forces:R:3:nbo_charge:R:1
C -1.622656 -2.296968 2.707664 0.02 -0.01 -0.28 -0.654
C -1.447420 -1.847792 1.256366 0.15 0.18 0.24 0.182
F -2.245046 -2.642308 0.414222 0.20 0.22 0.19 -0.370
C -1.896849 -0.405276 1.015843 -0.29 -0.27 -0.21 -0.103
O -1.460805 0.484056 2.053198 0.08 -0.08 0.01 -0.503
C -0.223724 0.991616 2.016458 -0.01 0.33 -0.15 0.990
O 0.123904 1.874039 2.755062 -0.01 -0.21 0.01 -0.626
O 0.533703 0.430169 1.070658 -0.04 0.10 0.04 -0.538
C 1.787618 1.105084 0.800973 -0.09 0.06 -0.24 0.208
O 2.216760 0.714723 -0.447188 0.33 0.21 0.19 -0.274
O 1.598482 1.553964 -1.433167 -0.27 -0.04 0.32 -0.419
H -1.958234 -3.336118 2.700728 0.01 0.09 0.05 0.230
H -0.670326 -2.256832 3.241256 -0.11 0.09 -0.02 0.218
H -2.347198 -1.673760 3.236175 0.01 -0.14 -0.03 0.216
H -0.405147 -1.966464 0.944885 -0.23 -0.14 -0.13 0.179
H -2.990204 -0.384966 1.062620 0.17 0.03 0.08 0.199
H -1.586189 -0.050080 0.031421 0.06 -0.03 0.14 0.219
H 1.621538 2.182399 0.855143 0.03 -0.13 0.08 0.188
H 2.528354 0.768348 1.528779 -0.06 -0.05 -0.09 0.175
H 2.315368 2.165232 -1.670951 0.01 -0.29 -0.18 0.465
C 1.235876 0.919518 -4.856460 -0.08 -0.03 0.11 -0.172
O 1.756434 1.125500 -6.067883 0.00 0.00 -0.01 -0.964
H 1.468364 -0.078435 -4.377812 0.04 0.03 -0.05 0.061
H 1.560681 1.652499 -4.052458 0.05 0.09 -0.02 0.038
H 0.106714 0.971852 -4.785531 0.04 0.02 -0.06 0.056
```
Positions in Å, forces in eV/Å.


The following is a DFT calculation (ωB97M-V/def2-TZVPD) of a gas-phase ion, C6H12N (charge +1) in a non-equilibrium geometry.

- Energy: -7898.632 eV
- Charge: +1
- Relative energy (zero: lowest compared OMol25 entry of this formula, charge and spin): 1.429 eV
- HOMO-LUMO gap: 9.8 eV
- SMILES string: C=CC(=C)CC[NH3+]

The geometry in XYZ format:
```
19
Properties=species:S:1:pos:R:3:forces:R:3:nbo_charge:R:1
C -0.631609 1.547585 2.246057 0.32 0.87 -0.29 -0.316
C -0.759910 0.650521 1.293871 -0.02 -1.28 -0.09 -0.262
C -0.097603 0.661094 -0.035710 0.20 1.21 -0.09 -0.093
C -0.511758 1.564704 -0.915956 -0.52 0.21 -0.79 -0.334
C 1.140095 -0.144995 -0.274105 0.52 -1.11 0.79 -0.465
C 0.878402 -1.631809 -0.356823 -0.58 -1.91 0.62 -0.219
N -0.151165 -1.911188 -1.444342 0.26 0.36 0.54 -0.678
H 0.058294 2.375872 2.115388 -0.19 0.11 0.10 0.206
H -1.251110 1.525764 3.125381 0.14 -0.17 0.30 0.222
H -1.371352 -0.206477 1.518932 -0.45 -0.32 -0.03 0.199
H -0.068704 1.788050 -1.882753 0.34 -0.39 0.10 0.205
H -1.402746 2.149812 -0.745061 -0.03 0.11 0.35 0.222
H 1.740230 0.132763 -1.137239 -0.14 0.45 -0.08 0.236
H 1.747365 -0.065848 0.625816 0.41 0.28 -0.06 0.263
H 0.487802 -2.129695 0.543940 -0.57 0.93 0.06 0.231
H 1.697630 -2.348859 -0.487252 0.44 0.86 -0.81 0.244
H -0.962610 -1.320960 -1.244941 -0.12 0.13 -0.11 0.451
H -0.456356 -2.884053 -1.448905 0.15 -0.01 -0.31 0.448
H 0.228333 -1.603937 -2.340234 -0.16 -0.33 -0.20 0.441
```
Positions in Å, forces in eV/Å.


The following is a DFT calculation (ωB97M-V/def2-TZVPD) of a gas-phase ion, C6H12N (charge +1) in a non-equilibrium geometry.

- Energy: -7896.774 eV
- Charge: +1
- Relative energy (zero: lowest compared OMol25 entry of this formula, charge and spin): 3.287 eV
- HOMO-LUMO gap: 6.9 eV

The geometry in XYZ format:
```
19
Properties=species:S:1:pos:R:3:forces:R:3:nbo_charge:R:1
C 1.800078 0.145747 0.534169 -0.44 -0.09 -1.22 -0.201
C 0.743860 0.792470 -0.427476 -0.16 -1.46 -0.49 -0.557
C -0.606569 0.203396 -0.321637 0.06 4.83 0.66 0.587
C -1.572891 0.345440 -1.446886 0.06 -0.77 0.30 -0.740
C -1.694462 -0.975461 1.289885 -2.25 0.86 0.68 -0.265
C -1.167839 0.225562 1.021136 -0.53 -2.44 -1.01 -0.343
N 2.548373 -0.810104 -0.252265 -0.06 -0.13 -0.03 -0.820
H 1.262990 -0.296713 1.373022 0.12 0.26 0.32 0.187
H 2.454912 0.945838 0.840936 0.27 -0.01 0.36 0.227
H 1.046759 0.806167 -1.474873 0.46 -0.08 0.10 0.261
H 0.599410 1.850184 -0.158516 -0.34 -0.03 0.26 0.322
H -2.545769 0.611091 -1.045975 -0.17 -0.41 -0.02 0.262
H -1.636000 -0.563945 -2.048783 -0.06 0.05 -0.27 0.298
H -1.984920 -1.690700 0.528122 0.80 -0.18 -0.15 0.221
H -2.256261 -1.126725 2.208412 0.64 -0.23 0.29 0.241
H -1.218885 1.094577 1.661953 0.80 -0.05 0.20 0.284
H 2.078571 -1.695632 -0.404731 -0.25 0.14 0.03 0.362
H -1.262245 1.184428 -2.072302 0.44 -0.28 -0.20 0.289
H 3.410888 -1.045616 0.195806 0.61 0.02 0.17 0.384
```
Positions in Å, forces in eV/Å.


The following is a DFT calculation (ωB97M-V/def2-TZVPD) of a gas-phase ion, C6H12N (charge +1) in a non-equilibrium geometry.

- Energy: -7895.135 eV
- Charge: +1
- Relative energy (zero: lowest compared OMol25 entry of this formula, charge and spin): 4.927 eV
- HOMO-LUMO gap: 9.0 eV

The geometry in XYZ format:
```
19
Properties=species:S:1:pos:R:3:forces:R:3:nbo_charge:R:1
C 2.249347 0.317586 -0.850938 -1.18 -0.07 -0.36 -0.068
C 2.365646 -0.935778 -0.957659 -0.71 -1.24 2.45 0.131
C -0.636706 0.157815 -1.222814 -0.97 -1.60 -1.48 -0.653
C -0.652932 -1.413724 0.697006 1.19 1.85 1.67 -0.617
C -0.588322 1.166568 1.192087 -1.78 -0.13 -2.02 -0.609
C -0.159900 -0.022382 0.157826 -0.65 1.20 2.51 0.122
N 1.269994 0.204336 0.262270 2.87 -2.29 0.12 -0.416
H 2.381126 1.084799 -1.564336 0.28 1.32 0.06 0.266
H 2.378987 -1.970570 -0.599845 0.21 0.48 -0.69 0.289
H -1.735498 0.059818 -1.193258 0.37 0.61 -0.16 0.257
H -0.291458 1.045189 -1.709555 -0.15 0.76 -0.22 0.230
H -0.364254 -0.717651 -1.889449 0.08 0.89 0.78 0.228
H -0.762338 -1.970764 -0.160814 0.08 -1.91 -1.78 0.218
H -1.694679 -1.360679 1.098503 1.16 0.14 0.30 0.257
H 0.160834 -1.840914 1.372459 -1.58 0.32 -0.51 0.215
H 0.029792 2.106484 1.108090 -0.83 -1.05 -0.14 0.236
H -1.692932 1.338236 0.910422 1.68 0.20 0.65 0.245
H -0.573043 0.796106 2.201773 0.16 -0.15 0.42 0.228
H 1.657276 -0.074543 1.209652 -0.23 0.69 -1.62 0.442
```
Positions in Å, forces in eV/Å.